No. 1
C31H35BrIN5O8PPt as an isolated structure, computed with ωB97M-V with the def2-TZVPD basis set.

2S+1 = 5
LUMO energy (alpha / beta) = -3.04 / -7.21 eV
Expectation value of S² = 6.0163
Total charge = +1
HOMO (alpha / beta) = -10.21 / -10.21 eV
Orbital gap (alpha / beta) = 7.18 / 3.00 eV

XYZ file:
```
83
Properties=species:S:1:pos:R:3:lowdin_charge:R:1
Pt -0.083 -0.376 -0.378 1.480
O -0.532 -5.684 1.404 0.072
C 0.790 -5.510 1.280 -0.258
C 1.604 -6.590 1.635 -0.003
C 2.973 -6.500 1.531 -0.065
C 3.578 -5.330 1.068 -0.085
C 2.784 -4.262 0.723 -0.028
C 1.387 -4.320 0.821 -0.074
C 0.605 -3.134 0.443 -0.380
O 1.232 -2.069 0.108 -0.136
N -0.721 -3.244 0.468 0.073
N -1.328 -2.102 0.103 -0.095
C -2.596 -1.985 0.057 -0.027
C -3.137 -0.686 -0.345 -0.246
C -4.497 -0.448 -0.451 0.002
C -4.924 0.816 -0.835 -0.034
C -3.985 1.799 -1.099 -0.025
C -2.639 1.488 -0.971 -0.096
N -2.239 0.277 -0.606 0.020
H -0.976 -4.864 1.097 0.066
H 1.121 -7.490 1.989 0.123
H 3.583 -7.350 1.809 0.110
H 4.653 -5.266 0.981 0.100
H 3.228 -3.346 0.359 0.097
H -3.248 -2.814 0.311 0.145
H -5.201 -1.239 -0.235 0.124
H -5.981 1.028 -0.924 0.120
H -4.279 2.795 -1.396 0.116
H -1.855 2.211 -1.153 0.114
I 6.098 0.756 -1.311 1.234
C 4.119 0.749 -1.462 -0.726
C 3.307 1.620 -2.261 -0.066
N 2.074 1.292 -2.034 0.089
N 1.982 0.236 -1.153 -0.012
C 3.176 -0.092 -0.780 -0.136
H 3.595 2.406 -2.940 0.150
H 1.116 1.529 -2.507 0.140
H 3.337 -0.892 -0.075 0.126
Br 2.345 -1.948 -4.266 0.791
C 0.768 -1.678 -5.300 -0.588
C 0.715 -2.230 -6.568 -0.116
C -0.404 -2.005 -7.356 -0.068
C -1.443 -1.215 -6.887 -0.065
C -1.368 -0.656 -5.622 -0.015
C -0.268 -0.900 -4.808 -0.181
C -0.212 -0.308 -3.431 -0.622
O -0.074 0.937 -3.315 -0.024
O -0.227 -1.137 -2.480 -0.105
H 1.539 -2.826 -6.933 0.103
H -0.455 -2.443 -8.344 0.111
H -2.309 -1.030 -7.508 0.109
H -2.166 -0.025 -5.250 0.123
C -1.418 1.955 4.430 -0.021
C -2.225 2.249 3.177 -0.597
C -3.185 1.115 2.853 -0.018
C -2.957 3.574 3.291 -0.019
O -1.336 2.433 2.018 -0.156
P -0.085 1.542 1.662 0.253
O -0.302 0.072 1.916 -0.305
O 0.188 1.787 0.168 -0.368
O 1.121 2.036 2.549 -0.141
C 1.928 3.239 2.361 -0.604
C 2.610 3.446 3.702 -0.017
C 1.054 4.430 1.999 -0.021
C 2.952 2.953 1.268 -0.030
H -2.095 1.883 5.281 0.099
H -0.701 2.753 4.628 0.084
H -0.879 1.010 4.343 0.087
H -3.895 0.989 3.672 0.099
H -2.641 0.182 2.714 0.077
H -3.746 1.347 1.944 0.076
H -3.676 3.532 4.110 0.096
H -3.493 3.792 2.367 0.089
H -2.255 4.384 3.487 0.085
H 1.870 3.635 4.479 0.088
H 3.287 4.299 3.651 0.095
H 3.181 2.559 3.977 0.094
H 0.298 4.597 2.766 0.085
H 0.552 4.279 1.043 0.084
H 1.674 5.324 1.927 0.099
H 3.540 2.073 1.536 0.089
H 3.625 3.806 1.165 0.097
H 2.445 2.782 0.318 0.058
```



No. 2
An isolated ion of composition C2H7ClN and charge +1 in a non-equilibrium geometry, computed with ωB97M-V with the def2-TZVPD basis set.

LUMO energy = -3.66 eV
SMILES = [NH3+]CCCl
Total charge = +1
Energy above the lowest of the compared OMol25 structures with the same formula, charge and spin = 41.81 kJ/mol
HOMO = -15.58 eV
Orbital gap = 11.92 eV

XYZ file:
```
11
Properties=species:S:1:pos:R:3:lowdin_charge:R:1
N 0.846 0.600 -0.441 0.151
C 0.021 -0.552 -0.263 -0.146
C -0.939 -0.177 1.102 -0.504
Cl 0.065 0.544 2.346 0.670
H 0.233 1.176 -0.949 0.159
H 1.703 0.627 -0.810 0.128
H 0.931 1.045 0.474 0.072
H -0.605 -0.853 -1.122 0.143
H 0.754 -1.327 0.059 0.139
H -1.602 -1.052 1.280 0.101
H -1.527 0.785 0.880 0.086
```



Calculated total energy: -147218.40427, -16192.00067 (eV)